Molecular formula: C23H48Br14N3P2
Method: DFT, the ωB97M-V functional and the def2-TZVPD basis

Geometry as XYZ:
```
90
Properties=species:S:1:pos:R:3:forces:R:3:lowdin_charge:R:1
C -5.599517 -0.827501 0.180004 3.88 0.73 -5.44 0.077
C -4.836180 -0.534892 -0.857987 -2.63 -2.69 5.02 -0.079
C -3.639303 -0.604832 -1.960354 -1.54 -0.81 0.43 -0.246
N -2.382010 -0.080218 -1.334059 1.21 -2.29 -0.90 -0.273
C -1.191984 -0.863752 -1.757921 1.02 0.66 2.43 -0.429
N -0.970160 -1.291848 -3.055389 -0.34 0.00 0.11 0.133
N -0.146440 -1.208393 -0.778748 -3.93 1.08 -3.42 -0.191
P -0.443001 -2.797753 -0.013777 0.62 -1.86 1.45 0.921
C -2.300953 -3.144496 0.193570 -1.33 1.47 0.27 -0.346
C 0.355413 -2.639905 1.720947 -0.94 0.95 0.46 -0.418
C -0.083640 -1.280379 2.486125 0.48 0.10 0.02 -0.212
P -2.084090 1.644347 -1.695365 1.79 2.23 0.32 0.880
C -3.659819 2.585975 -2.171035 -0.88 0.72 -0.35 -0.286
C -1.599881 2.395807 0.015635 -1.39 0.14 0.38 -0.295
H -6.278881 -1.266652 1.011688 1.50 1.40 -1.98 0.070
H -3.418228 -1.708423 -2.268476 -0.93 1.96 0.75 0.110
H -3.968850 -0.071292 -2.922799 0.55 -0.60 1.49 0.112
H -0.592901 -0.657236 -3.779464 -1.00 -0.44 0.50 0.119
H -1.230472 -2.273897 -3.291857 1.04 1.13 0.29 0.138
H 0.768130 -1.213678 -1.286560 -1.04 -0.60 0.44 0.008
H -2.819622 -2.286994 0.791440 0.74 -1.55 -1.04 0.060
H -2.487626 -4.154045 0.739784 0.29 2.45 -1.06 -0.099
H -2.824755 -3.202116 -0.841025 1.00 0.05 1.68 0.048
H 1.494100 -2.680233 1.542205 -1.84 -0.13 0.42 0.085
H -0.039030 -3.539446 2.327648 0.96 1.28 -1.09 0.002
H 0.417280 -0.371737 1.983410 -0.88 -1.38 0.68 0.060
H 0.267323 -1.311859 3.591198 -0.62 0.02 -1.98 0.040
H -1.230435 -1.146288 2.470955 1.86 -0.22 0.04 0.069
H -3.503968 2.949237 -3.269288 -0.27 -0.90 1.95 0.058
H -4.637383 1.986420 -2.102587 1.42 1.01 -0.01 0.039
H -3.750269 3.568377 -1.545957 0.17 -1.98 -0.87 0.064
H -2.327192 1.906970 0.770858 1.46 0.74 -0.85 0.052
H -1.859102 3.525633 0.009972 0.56 -1.84 -0.18 0.038
H -0.490026 2.251136 0.265748 -1.89 0.03 -0.41 -0.016
Br 1.582433 1.075932 -1.102297 0.54 0.44 0.01 0.732
C 2.916368 2.212081 -0.245884 0.01 0.15 0.13 -0.634
C 3.237908 3.414797 -1.099142 0.23 0.06 -0.15 -0.665
Br 4.404619 2.935925 -2.585369 -0.12 0.05 0.09 0.622
H 3.783984 1.583965 -0.038764 -0.12 0.14 -0.12 0.058
H 2.463118 2.520107 0.698675 0.01 -0.01 -0.13 0.064
H 3.798899 4.155255 -0.525014 -0.08 -0.13 0.00 0.067
H 2.353795 3.888828 -1.528719 0.09 -0.13 0.14 0.020
Br 2.259135 -6.236412 1.968866 -0.10 0.09 0.03 0.622
C 0.669686 -7.062886 2.738213 0.21 -0.04 0.01 -0.715
C -0.328312 -7.429543 1.667585 -0.16 -0.27 0.11 -0.643
Br -1.289360 -5.855993 1.030723 0.58 -1.06 0.18 0.764
H 0.273661 -6.364732 3.477309 -0.01 -0.14 -0.15 0.027
H 1.032679 -7.957355 3.248164 -0.12 0.07 -0.10 0.062
H -1.099127 -8.090116 2.069635 0.13 0.12 0.03 0.031
H 0.126778 -7.899362 0.794375 0.00 0.16 0.16 0.059
Br 0.344045 2.642905 -4.850434 -0.05 0.00 0.07 0.543
C 1.765704 3.737713 -5.616170 0.22 -0.06 0.09 -0.677
C 1.407920 5.203261 -5.581736 0.05 0.13 -0.23 -0.703
Br 0.127005 5.652247 -6.981303 -0.03 0.00 0.15 0.603
H 1.949354 3.361132 -6.623484 -0.09 0.14 0.15 0.056
H 2.641590 3.540862 -4.994401 -0.12 0.07 -0.03 0.011
H 2.285279 5.818461 -5.791855 -0.06 -0.15 0.04 0.066
H 0.967583 5.518341 -4.635233 0.12 -0.13 -0.18 -0.035
Br -4.444190 -5.311352 5.532868 0.02 -0.05 -0.10 0.597
C -4.300206 -6.599804 4.077543 -0.25 0.16 0.10 -0.689
C -3.890530 -7.959159 4.588850 0.11 -0.16 -0.21 -0.670
Br -1.986100 -8.013665 5.003959 -0.08 0.02 0.09 0.658
H -3.600993 -6.182702 3.350812 -0.04 -0.15 0.14 0.023
H -5.297128 -6.639996 3.633974 0.12 -0.08 0.06 0.060
H -4.035205 -8.719925 3.818911 -0.02 0.13 0.07 0.061
H -4.421818 -8.258758 5.493283 0.09 0.15 -0.15 0.056
Br 7.495303 3.201163 -4.574806 0.09 0.08 -0.06 0.581
C 9.002544 3.648882 -3.422965 0.01 -0.24 -0.09 -0.685
C 8.572742 3.765788 -1.980916 0.11 0.20 0.18 -0.695
Br 7.648840 5.450886 -1.652171 -0.06 -0.13 0.01 0.591
H 9.444157 4.564792 -3.818088 -0.13 -0.12 0.15 0.055
H 9.709948 2.826702 -3.548166 -0.09 0.10 0.08 0.060
H 9.442140 3.785267 -1.320488 -0.07 -0.01 -0.14 0.059
H 7.899792 2.967302 -1.664767 0.10 0.12 -0.17 0.043
Br -0.143863 5.812038 -2.139583 -0.01 -0.09 0.12 0.637
C -0.646319 7.647168 -1.713633 -0.22 -0.02 0.07 -0.673
C -0.562596 8.532900 -2.932602 0.15 0.26 -0.03 -0.686
Br 1.286114 8.992231 -3.346296 -0.10 -0.13 -0.05 0.616
H -0.000262 7.972999 -0.897228 -0.07 -0.01 -0.22 0.055
H -1.675107 7.584036 -1.353415 0.11 0.03 -0.09 0.059
H -1.058519 9.488202 -2.748983 0.03 -0.16 0.05 0.062
H -0.985035 8.075819 -3.828812 0.06 0.00 0.20 0.054
Br -1.165577 -3.288477 4.935638 -0.15 -0.26 0.24 0.652
C -1.152050 -2.112985 6.490778 0.02 0.19 -0.19 -0.658
C 0.140987 -2.236878 7.259025 0.02 -0.08 0.33 -0.696
Br 0.176058 -3.868367 8.324897 0.05 0.07 -0.15 0.619
H -2.033128 -2.360727 7.084535 0.22 -0.02 -0.06 0.056
H -1.264301 -1.104909 6.085911 0.05 -0.10 0.06 0.061
H 0.239017 -1.423653 7.981142 -0.08 -0.06 -0.14 0.060
H 1.024014 -2.256268 6.618513 -0.22 0.01 0.04 0.051
```
Forces are in eV/Å.

Summary:
- Charge: +1
- Total energy: -1028260.113 eV
- Largest force on an atom: 6.722 eV/A